<a>
The following is a DFT calculation (the ωB97M-V functional and the def2-TZVPD basis) of a 2-piece molecular cluster, CH5O2P overall.

- HOMO-LUMO gap (spin up / spin down) (eV) = 8.67 / 7.68
- total charge = 0

Last column: Mulliken charge in e.
Cartesian coordinates (Å):
C  -0.727  0.002  0.660  -0.745
O  2.853  -0.389  -0.007  -0.342
O  1.430  -0.242  0.220  -0.137
P  0.674  1.148  0.039  0.162
H  -0.605  -1.020  0.130  0.213
H  -1.760  0.507  0.546  0.328
H  -0.666  -0.025  1.791  0.283
H  2.826  -0.330  -1.022  0.352
H  0.532  1.094  -2.445  -0.113

<b>
The following is a DFT calculation (the ωB97M-V functional and the def2-TZVPD basis) of one molecule with the formula CH5O2P.

- HOMO-LUMO gap (eV) = 10.07
- SMILES = OCPO
- total charge = 0

Last column: Mulliken charge in e.
Cartesian coordinates (Å):
O  1.369  -0.664  -0.245  -0.514
C  0.773  0.611  -0.175  -0.485
P  -1.498  0.519  -0.268  0.253
O  -1.508  -1.064  0.135  -0.492
H  0.760  -1.161  -0.773  0.315
H  1.297  1.172  -0.992  0.256
H  1.022  1.115  0.764  0.274
H  -1.478  0.997  1.053  0.040
H  -0.737  -1.525  0.501  0.353

Which structure is the most stable? The one labeled <b>.

<a>
The following is a DFT calculation (the ωB97M-V functional and the def2-TZVPD basis) of one molecule with the formula C6H8.

- HOMO-LUMO gap (eV) = 9.75
- total charge = 0

Last column: Mulliken charge in e.
Cartesian coordinates (Å):
C  -0.455  0.198  1.180  -0.275
C  -0.945  0.215  2.316  -0.095
C  -0.579  -0.084  -0.398  -0.002
C  0.797  0.068  0.254  0.236
C  -1.308  1.109  -1.017  -1.318
C  1.545  -1.231  0.419  -1.221
H  -0.995  -0.998  -0.752  0.382
H  1.332  1.082  0.273  0.326
H  -0.685  1.988  -1.412  0.303
H  -1.956  1.651  -0.400  0.357
H  -1.865  0.682  -1.818  0.344
H  0.889  -1.954  1.085  0.317
H  2.467  -0.969  0.828  0.375
H  1.757  -1.756  -0.558  0.270

<b>
The following is a DFT calculation (the ωB97M-V functional and the def2-TZVPD basis) of a 2-piece molecular cluster, C6H8 overall.

- HOMO-LUMO gap (eV) = 9.21
- SMILES = C1=C[C@@H]2CC2=C1.[H][H]
- total charge = 0

Last column: Mulliken charge in e.
Cartesian coordinates (Å):
C  -0.765  1.006  -0.952  -0.184
C  -1.205  -0.224  -0.525  -0.717
C  -0.252  -0.790  0.412  -0.031
C  0.366  -0.184  1.791  -0.673
C  0.804  0.236  0.495  0.122
C  0.416  1.345  -0.223  -0.551
H  -1.266  1.644  -1.674  0.409
H  -2.024  -0.785  -0.963  0.335
H  -0.070  -1.860  0.397  0.392
H  -0.164  0.496  2.457  0.263
H  0.839  -1.025  2.296  0.249
H  0.815  2.348  -0.114  0.393
H  1.080  -1.282  -1.989  0.082
H  1.550  -0.985  -1.491  -0.089

Which structure is the most stable? The one labeled <b>.